No. 1
{
  "formula": "C6H12N3S",
  "method": "ωB97M-V with the def2-TZVPD basis set",
  "species": ["C", "C", "C", "C", "C", "C", "N", "N", "N", "S", "H", "H", "H", "H", "H", "H", "H", "H", "H", "H", "H", "H"],
  "xyz": [[2.277, -0.332, 1.464], [1.593, -0.838, -0.441], [-0.269, 1.921, -1.294], [0.066, 0.584, 2.281], [-1.958, -1.907, -1.437], [-1.042, 0.675, -0.983], [2.659, -0.756, 0.290], [0.964, -0.080, 1.410], [0.524, -0.382, 0.161], [-1.245, -0.383, -2.244], [2.933, -0.088, 2.332], [1.594, -1.458, -1.291], [0.738, 1.873, -0.782], [0.020, 1.984, -2.332], [-0.722, 2.927, -0.796], [0.635, 1.407, 2.913], [-0.780, 1.003, 1.762], [-0.347, -0.069, 3.054], [-2.379, -2.509, -2.136], [-2.656, -1.659, -0.699], [-0.967, -2.426, -1.048], [-1.640, 0.513, -0.183]],
  "orbital_gap_ha": 0.3363,
  "total_charge": 1
}

No. 2
{
  "formula": "C8H7Cl2N2P",
  "method": "ωB97M-V with the def2-TZVPD basis set",
  "species": ["C", "P", "Cl", "N", "C", "C", "C", "C", "C", "C", "C", "Cl", "N", "H", "H", "H", "H", "H", "H", "H"],
  "xyz": [[1.629, -1.271, -3.170], [1.528, -1.016, -1.327], [3.342, -1.386, -0.627], [-0.082, -1.629, -0.024], [-0.551, -0.601, 0.636], [-1.790, -0.932, 1.360], [-2.386, 0.020, 2.137], [-1.906, 1.350, 2.131], [-0.780, 1.677, 1.535], [-0.073, 0.753, 0.688], [0.982, 1.175, -0.116], [1.850, 2.581, 0.365], [1.587, 0.624, -1.199], [1.245, -0.364, -3.606], [2.742, -1.229, -3.279], [1.148, -2.215, -3.632], [-2.198, -1.998, 1.431], [-3.308, -0.234, 2.703], [-2.506, 2.014, 2.591], [-0.474, 2.680, 1.404]],
  "orbital_gap_ha": [0.2688, 0.2688],
  "total_charge": 0,
  "smiles": "C[P@]1(Cl)=Nc2ccccc2C(Cl)=N1"
}

No. 3
{
  "formula": "C5H7BBrNO2",
  "method": "ωB97M-V with the def2-TZVPD basis set",
  "species": ["C", "C", "N", "C", "C", "C", "Br", "B", "O", "O", "H", "H", "H", "H", "H", "H", "H"],
  "xyz": [[0.605, -0.542, 1.591], [1.182, -1.457, 0.752], [1.402, -1.357, -0.606], [0.438, -1.382, -1.432], [-0.975, -1.298, -0.929], [-1.568, -0.281, -0.263], [-3.335, -0.388, 0.482], [-1.150, 1.288, -0.614], [-2.130, 2.233, -0.491], [0.109, 1.491, -1.014], [0.435, -0.691, 2.580], [0.251, 0.287, 1.128], [1.748, -2.212, 1.054], [0.678, -1.483, -2.399], [-1.445, -2.296, -1.035], [-1.929, 3.128, -0.611], [0.558, 2.404, -1.004]],
  "orbital_gap_ha": 0.3222,
  "total_charge": 0,
  "smiles": "C=C/N=C\\C=C(\\Br)B(O)O"
}

No. 4
{
  "formula": "C4H6IO3",
  "method": "ωB97M-V with the def2-TZVPD basis set",
  "species": ["I", "C", "C", "C", "O", "C", "O", "O", "H", "H", "H", "H", "H", "H"],
  "xyz": [[3.233, 4.394, -3.237], [0.583, 0.699, 1.092], [-0.615, 0.152, 0.299], [-0.277, -0.498, -0.967], [-0.474, -1.863, -0.685], [-0.970, -2.065, 0.534], [-1.351, -3.137, 1.055], [-1.222, -0.834, 1.057], [1.116, 1.415, 0.467], [1.405, 0.081, 1.452], [0.134, 1.124, 1.990], [-1.284, 0.983, 0.072], [0.698, -0.226, -1.371], [-0.975, -0.225, -1.759]],
  "orbital_gap_ha": 0.2256,
  "total_charge": -1
}

No. 5
{
  "formula": "C3H5ClSi",
  "method": "ωB97M-V with the def2-TZVPD basis set",
  "species": ["C", "C", "C", "Si", "Cl", "H", "H", "H", "H", "H"],
  "xyz": [[-3.495, 0.054, -1.394], [-2.657, 0.549, -0.649], [3.437, -0.595, 0.624], [-1.337, 0.569, 0.597], [1.756, -0.819, 0.108], [-4.052, -0.106, -2.255], [3.568, 0.456, 0.898], [4.177, -1.170, -0.112], [-1.468, -0.214, 1.775], [0.070, 1.276, 0.408]],
  "orbital_gap_ha": [0.3176, 0.2310],
  "total_charge": 0
}

No. 6
{
  "formula": "C5H6O2",
  "method": "ωB97M-V with the def2-TZVPD basis set",
  "species": ["C", "C", "O", "C", "O", "C", "C", "H", "H", "H", "H", "H", "H"],
  "xyz": [[-0.546, -1.273, -0.191], [0.783, -1.271, -0.602], [1.645, -0.215, -0.517], [1.005, 1.064, -0.508], [0.546, 1.443, 0.790], [-0.681, 0.932, 1.126], [-1.207, -0.245, 0.615], [-1.116, -2.194, -0.344], [1.183, -2.220, -1.076], [0.186, 1.099, -1.164], [1.723, 1.801, -0.894], [-1.322, 1.494, 1.793], [-2.200, -0.415, 0.972]],
  "orbital_gap_ha": 0.3280,
  "total_charge": 0,
  "smiles": "C1=COCOC=C1"
}

Sequential energy above the lowest of the compared OMol25 structures with the same formula, charge and spin output: 60.37 63.70 64.13 22.49 130.49 43.60 kcal/mol
Sequential DFT total energy output: -21712.8889 -45721.2921 -81601.9087 -18490.7125 -23585.5029 -9375.2048 eV